# 1
ORCA calculation (wB97M-V/def2-TZVPD) on a molecular structure, C26H27FMnN8O6Se at a distorted geometry.

Last column: Löwdin spin population.
Cartesian coordinates (Å):
Se (7.9359, 13.3802, 11.0749)  0.0005
Mn (7.5453, 11.6300, 16.1241)  3.8785
F (6.6114, 7.0658, 12.0879)  -0.0100
O (8.0351, 9.7057, 16.2169)  0.0742
O (6.3077, 11.4707, 14.7336)  0.0305
O (5.2367, 12.6474, 13.1370)  0.0056
O (5.9095, 15.1211, 17.3757)  0.0115
O (11.5046, 11.6687, 17.0991)  0.0131
O (9.2867, 12.0254, 16.9713)  0.0261
N (9.0176, 12.6747, 12.2461)  -0.0001
N (9.8566, 13.5084, 14.3131)  0.0034
N (7.1727, 12.0525, 18.5175)  0.0470
N (6.9301, 13.4757, 16.1757)  -0.0164
N (7.8653, 15.0293, 11.7326)  0.0003
N (8.9303, 6.8261, 10.4404)  0.0129
N (9.1512, 5.8178, 8.1013)  0.0003
N (11.3548, 9.4031, 13.7497)  0.0756
C (12.4003, 9.3879, 12.7575)  0.0071
C (7.2828, 13.5330, 18.6255)  0.0033
C (6.6479, 14.1263, 17.3273)  0.0095
C (12.1256, 10.0750, 11.5000)  0.0035
C (9.0099, 8.8026, 14.2087)  0.0405
C (8.5405, 15.9610, 13.8822)  0.0005
C (9.1390, 13.6881, 13.1835)  0.0011
C (8.5088, 14.9705, 12.8764)  0.0001
C (6.0875, 13.8654, 15.0893)  0.0054
C (10.0012, 14.4927, 15.0999)  0.0006
C (5.8376, 12.6041, 14.1874)  0.0098
C (7.8428, 8.1952, 13.7409)  0.1134
C (9.0552, 9.6067, 15.3850)  0.1898
C (8.8828, 5.2544, 10.4043)  0.0095
C (8.9589, 7.5486, 11.7803)  0.1434
C (9.3307, 15.8004, 14.9710)  0.0001
C (7.9772, 7.4515, 9.5223)  0.0059
C (11.3224, 10.1855, 14.8568)  0.1051
C (10.2594, 10.3059, 15.6540)  0.0326
C (7.7822, 7.5846, 12.5406)  0.0062
C (8.3751, 7.0643, 8.0968)  0.0013
C (13.1257, 10.6384, 12.4134)  0.0003
C (10.3621, 11.3990, 16.6676)  0.0061
C (10.1990, 8.6917, 13.4288)  0.0376
C (8.6072, 4.8050, 8.9877)  0.0020
C (10.1334, 8.0285, 12.2036)  0.0827
H (9.8742, 6.9260, 9.9991)  -0.0002
H (7.9429, 11.4773, 18.9097)  0.0007
H (10.5351, 14.2009, 15.9763)  0.0001
H (9.1508, 3.9040, 8.7829)  0.0006
H (7.4972, 4.5566, 8.9299)  0.0000
H (11.1567, 10.5861, 11.4546)  0.0007
H (12.8829, 8.4075, 12.8772)  0.0027
H (7.9326, 8.4806, 9.7623)  0.0014
H (12.2191, 10.7488, 15.1012)  0.0052
H (9.8461, 5.0155, 10.8284)  0.0002
H (8.0643, 4.9787, 11.0958)  0.0005
H (12.8007, 11.5085, 13.0036)  0.0003
H (8.9354, 7.8622, 7.6098)  0.0000
H (6.2323, 11.7879, 18.8517)  0.0011
H (6.4661, 14.6846, 14.4601)  0.0005
H (12.4395, 9.6850, 10.5443)  0.0007
H (9.1300, 5.4340, 7.2019)  0.0001
H (14.1419, 10.4849, 12.1218)  0.0001
H (11.0289, 7.8596, 11.6451)  0.0055
H (7.8938, 16.8241, 13.8110)  0.0001
H (8.3410, 13.8242, 18.6814)  0.0003
H (9.4491, 16.5720, 15.7505)  0.0000
H (7.0076, 8.3318, 14.3676)  0.0074
H (5.1678, 14.2415, 15.5097)  0.0002
H (6.7790, 13.9696, 19.4745)  0.0011
H (7.4774, 6.8268, 7.4975)  0.0003
H (7.0277, 7.0445, 9.9215)  0.0000

Results
**Relative energy (zero: lowest compared OMol25 entry of this formula, charge and spin)**: 0.0 kcal per mole
**Net charge**: 0
**Multiplicity**: 6
**Kohn-Sham gap (spin up / spin down)**: 4.69 / 7.79 eV
**Max |F|**: 0.094 hartree/bohr
**Energy**: -150987.6189 eV

# 2
ORCA calculation (wB97M-V/def2-TZVPD) on a molecular structure, C26H27InN10O3S5.

Last column: Löwdin charge in e.
Cartesian coordinates (Å):
In (-0.2307, 0.5788, 1.9753)  0.1591
S (-1.1660, -1.1946, 3.4457)  0.6646
S (2.1291, -0.8989, 2.0281)  0.6740
S (-1.8380, -0.0119, -0.4610)  0.6147
S (1.0055, 2.5858, 0.4131)  0.6971
S (0.2927, 1.8666, 4.0217)  0.6338
O (-0.4588, -0.4853, -0.2035)  -0.4086
O (2.2719, 3.6629, -4.1211)  0.1240
O (-2.1035, 0.5747, -1.7414)  -0.2752
N (-1.9952, 0.9995, 0.7747)  -0.1890
N (-3.0939, 2.0830, 2.4323)  0.1308
N (2.1770, 0.7332, 6.9007)  0.1651
N (3.6550, -0.3478, 4.0903)  0.1299
N (-4.2836, 1.3496, 0.4994)  0.1407
N (3.5018, 1.3351, 2.5351)  0.1240
N (0.4607, -2.7511, 6.3461)  0.1716
N (1.7610, 2.8920, -2.0703)  0.1096
N (2.3807, 0.8677, -1.1089)  0.0584
N (-5.4061, -4.6541, 0.2867)  0.1072
C (1.6447, -0.1742, -5.8246)  -0.0690
C (-3.1876, 1.4914, 1.2385)  -0.4582
C (-5.3985, 1.8376, 1.0294)  -0.1166
C (1.3754, 0.5765, 6.0909)  -0.3083
C (-5.4313, 2.4686, 2.2598)  -0.0542
C (3.1522, 0.1224, 2.9501)  -0.8806
C (-2.8897, -1.3921, -0.2520)  -0.2945
C (-3.3116, -3.5445, 0.7123)  -0.0149
C (-4.2188, 2.5697, 2.9279)  -0.1148
C (0.6460, -0.9368, -5.2287)  -0.0658
C (0.4308, 0.6860, -3.4732)  -0.0264
C (2.0349, 1.0222, -5.2508)  -0.0221
C (5.6400, -0.5689, -2.3911)  -0.1005
C (3.3612, 0.4174, -2.0844)  -0.1674
C (-4.1410, -1.4043, -0.8539)  -0.0644
C (0.4609, 0.4254, 5.0010)  -0.7445
C (1.7678, 2.0225, -1.0233)  -0.7432
C (4.6344, -0.0360, -1.3840)  -0.2321
C (-0.1106, -0.7878, 4.7704)  -0.7460
C (1.8801, 2.7260, -3.4726)  -0.4016
C (0.2109, -1.8745, 5.6470)  -0.2872
C (0.0303, -0.5021, -4.0644)  -0.0451
C (1.4374, 1.4403, -4.0626)  -0.1784
C (-4.9773, -2.4845, -0.6697)  -0.0212
C (-2.4726, -2.4665, 0.5236)  -0.0767
C (-4.5799, -3.5649, 0.1254)  -0.3152
H (2.9529, 1.7523, 1.7794)  0.0180
H (-1.4896, -2.4632, 0.9735)  0.0782
H (3.2988, -1.2256, 4.4357)  0.1055
H (2.2594, 0.2568, -0.3000)  0.0556
H (5.8774, 0.1800, -3.1475)  0.0771
H (-6.3856, -4.5171, 0.0993)  0.0941
H (1.5928, 3.8568, -1.8076)  0.1374
H (5.0563, 0.8058, -0.8290)  0.1162
H (2.1125, -0.5119, -6.7394)  0.1051
H (0.3385, -1.8685, -5.6846)  0.1060
H (2.9266, -0.3969, -2.6717)  0.1353
H (-5.9485, -2.5015, -1.1451)  0.1115
H (6.5693, -0.8524, -1.9016)  0.0737
H (4.3887, -0.8050, -0.6508)  0.1057
H (3.5834, 1.2328, -2.7747)  0.1223
H (-4.1454, 3.0545, 3.8948)  0.1145
H (-6.3446, 2.8659, 2.6730)  0.0964
H (3.9229, 1.9781, 3.1884)  0.1226
H (4.1085, 0.2555, 4.7609)  0.1152
H (-0.7647, -1.0779, -3.6128)  0.1085
H (-2.9858, -4.3796, 1.3175)  0.1173
H (-4.4453, -0.5674, -1.4634)  0.1100
H (-6.2979, 1.7183, 0.4367)  0.1107
H (-0.0629, 1.0233, -2.5756)  0.0857
H (5.2522, -1.4484, -2.9044)  0.0777
H (2.7993, 1.6390, -5.7041)  0.1225
H (-5.2170, -5.2582, 1.0689)  0.0951

Results
**Relative energy (zero: lowest compared OMol25 entry of this formula, charge and spin)**: 0.0 kcal per mole
**Net charge**: 0
**Multiplicity**: 1
**Kohn-Sham gap**: 7.55 eV
**Max |F|**: 0.010 hartree/bohr
**Energy**: -107797.3488 eV

# 3
ORCA calculation (wB97M-V/def2-TZVPD) on 2 unconnected molecules or ions with the total composition C26H27N2 at a distorted geometry.

Last column: Löwdin charge in e.
Cartesian coordinates (Å):
N (1.9413, -0.9653, 1.1280)  -0.0306
N (-1.3767, 1.2088, -0.9240)  -0.0093
C (-1.6674, 3.4315, -1.4671)  -0.1036
C (0.8301, -1.6982, 0.8948)  -0.1652
C (-2.0216, -0.8760, -1.9563)  -0.0240
C (5.2053, -1.9598, 2.6409)  -0.0537
C (-1.4565, -2.3177, 0.9151)  -0.1620
C (0.8844, -3.2037, 0.8466)  -0.0937
C (-3.5202, 0.8885, 0.3667)  -0.0041
C (5.6449, -2.9207, 1.7001)  -0.0621
C (-0.5927, -3.6070, 0.9339)  -0.1410
C (-4.9299, 2.9027, 0.4238)  -0.0657
C (4.9249, -3.1393, 0.5154)  -0.0577
C (-4.7030, 1.5526, 0.7557)  -0.0559
C (-2.5906, 1.6303, -0.3398)  -0.1537
C (-0.7892, 2.3212, -1.5739)  -0.1461
C (-1.0343, -0.1352, -1.0580)  -0.1023
C (-0.3422, 4.6221, -3.0833)  -0.0636
C (-1.4367, 4.5962, -2.2038)  -0.0014
C (-3.9693, 3.6432, -0.2747)  0.0001
C (-0.4637, -1.2091, 0.7476)  -0.0827
C (0.3624, 2.3615, -2.3528)  -0.0099
C (3.6999, -2.4900, 0.3313)  -0.0310
C (3.2188, -1.5672, 1.2893)  -0.2145
C (1.7744, 0.4320, 1.4968)  -0.0005
C (4.0179, -1.2530, 2.4082)  -0.0144
C (-2.7863, 3.0015, -0.6525)  -0.1001
C (0.5532, 3.5284, -3.1269)  -0.0653
H (6.5991, -3.4220, 1.8544)  0.1096
H (3.6696, -0.5011, 3.1295)  0.1193
H (-1.9957, -2.3113, 1.8822)  0.1281
H (-5.8685, 3.3801, 0.7169)  0.1112
H (1.1060, 0.9535, 0.8027)  0.0874
H (5.7526, -1.7825, 3.5806)  0.1184
H (1.3915, -3.6257, 1.7328)  0.1447
H (-2.8706, -1.3286, -1.3866)  0.0781
H (-0.1935, 5.5067, -3.7093)  0.1108
H (-0.7326, -4.1007, 1.9056)  0.1173
H (2.7646, 0.8941, 1.4569)  0.1076
H (3.0987, -2.7315, -0.5538)  0.1119
H (-2.1332, 5.4242, -2.0383)  0.1205
H (-2.2086, -2.2852, 0.1220)  0.0779
H (-1.4825, -1.6977, -2.4393)  0.0890
H (-0.8296, -4.3186, 0.1444)  0.1151
H (-3.2938, -0.1556, 0.5833)  0.0986
H (5.2827, -3.8491, -0.2479)  0.1199
H (-5.4552, 1.0095, 1.3188)  0.1064
H (1.3439, 0.5337, 2.5026)  0.1178
H (-0.7476, -0.1778, 1.0533)  0.1225
H (1.4205, 3.6153, -3.7802)  0.1060
H (0.0155, -0.2379, -1.3579)  0.1177
H (-4.0730, 4.6991, -0.5413)  0.1204
H (-2.4590, -0.2100, -2.7604)  0.1281
H (1.4511, -3.5794, -0.0313)  0.1191
H (1.0706, 1.5202, -2.3206)  0.1103

Results
**Relative energy (zero: lowest compared OMol25 entry of this formula, charge and spin)**: 39.4 kcal per mole
**Net charge**: +1
**Multiplicity**: 1
**Kohn-Sham gap**: 6.31 eV
**Max |F|**: 0.066 hartree/bohr
**Energy**: -30372.6249 eV